1.
A cluster of 2 separate species, C5H5N3 in total at a distorted geometry. Source: the OMol25 dataset; level of theory: ωB97M-V with the def2-TZVPD basis set.

Calculated values
Spin multiplicity   1
Energy   -9728.2169 eV
Largest force on an atom   0.088 hartree/bohr
E_HOMO (alpha / beta)   -9.45 / -9.03 eV
Charge   0

Last column: Mulliken charge in e.
Atoms and positions in Å:
1 C -3.193 0.823 -0.390  -0.2437
2 C -2.576 -0.135 -0.034  -0.4104
3 C 1.778 0.861 -0.715  -0.0192
4 C 2.017 0.821 0.659  -0.2099
5 C -0.397 -1.617 0.369  -0.2409
6 N 0.860 -0.044 -0.944  -0.7205
7 N 1.313 -0.152 1.223  -0.8628
8 N 0.590 -0.668 0.240  1.0706
9 H -4.067 1.424 -0.487  0.3088
10 H 1.974 1.391 -1.663  0.4007
11 H 2.762 1.548 0.986  0.3473
12 H -0.473 -2.161 -0.638  0.2839
13 H -0.588 -2.093 1.395  0.2963

***

2.
The molecule C3H4O4 at a distorted geometry. Source: the OMol25 dataset; level of theory: ωB97M-V with the def2-TZVPD basis set.

Calculated values
Spin multiplicity   1
Energy   -11365.9301 eV
Largest force on an atom   0.041 hartree/bohr
E_HOMO   -10.96 eV
Charge   0

Last column: Mulliken charge in e.
Atoms and positions in Å:
1 O 1.826 0.440 -0.507  -0.5040
2 C 0.706 0.408 -0.885  0.8416
3 O 0.331 0.869 -2.081  -0.4893
4 C -0.523 -0.015 -0.085  -0.9120
5 C -0.293 -1.033 1.062  0.5300
6 O -1.021 -1.973 1.202  -0.5067
7 O 0.702 -0.675 1.949  -0.4517
8 H -0.571 1.285 -1.987  0.3585
9 H -1.277 -0.461 -0.674  0.4026
10 H -0.887 0.970 0.343  0.3977
11 H 1.007 0.185 1.663  0.3331

***

3.
A structure of composition C26H18BrIN4O3Pt at a distorted geometry. Source: the OMol25 dataset; level of theory: ωB97M-V with the def2-TZVPD basis set.

Calculated values
Spin multiplicity   1
Energy   -120745.3908 eV
Largest force on an atom   0.098 hartree/bohr
E_HOMO (alpha / beta)   -7.74 / -7.75 eV
Charge   0

Last column: Mulliken charge in e.
Atoms and positions in Å:
1 Pt 0.006 -0.170 0.012  1.4292
2 Br 4.377 1.849 -5.306  -0.1925
3 C 3.675 1.265 -3.646  -0.1566
4 C 4.163 0.091 -3.059  -0.5548
5 C 3.668 -0.347 -1.852  -0.6519
6 C 2.638 0.348 -1.182  0.6636
7 O 2.184 -0.066 -0.018  -1.1637
8 C 2.164 1.537 -1.798  0.6381
9 C 1.159 2.320 -1.155  -0.0788
10 N 0.426 1.911 -0.182  -0.4018
11 C -0.419 2.857 0.471  -0.2907
12 C -0.018 4.128 0.777  -0.0508
13 C -0.929 5.047 1.354  -0.7543
14 C -2.224 4.690 1.589  -0.8449
15 C -2.660 3.376 1.288  0.8585
16 C -3.998 2.934 1.423  -0.6359
17 C -4.323 1.659 1.077  -0.9402
18 C -3.304 0.778 0.642  -0.1152
19 N -2.059 1.156 0.522  -0.1406
20 C -1.735 2.446 0.786  0.2881
21 C 2.703 1.989 -3.019  -0.7713
22 H 4.937 -0.473 -3.566  0.4282
23 H 4.067 -1.247 -1.397  0.3628
24 H 1.013 3.346 -1.504  0.6582
25 H 1.007 4.426 0.577  0.6173
26 H -0.587 6.046 1.601  0.3840
27 H -2.930 5.403 2.006  0.3785
28 H -4.750 3.625 1.790  0.4076
29 H -5.342 1.299 1.146  0.4134
30 H -3.508 -0.266 0.426  0.5443
31 H 2.329 2.910 -3.461  0.4650
32 I 0.225 -6.524 0.314  0.1295
33 C 0.706 -4.526 0.448  -0.8562
34 C 1.970 -3.986 0.535  -0.0303
35 N 1.811 -2.657 0.613  0.1705
36 N 0.520 -2.304 0.595  -0.5231
37 C -0.173 -3.435 0.477  -0.1354
38 H 2.945 -4.456 0.535  0.4621
39 H 2.463 -1.884 0.588  0.3070
40 H -1.254 -3.421 0.430  0.6847
41 O -3.253 -2.653 -1.352  -0.7145
42 C -2.291 -1.912 -1.525  0.3811
43 O -1.704 -1.359 -0.483  -0.7537
44 C -1.863 -1.698 -2.981  -0.0074
45 C -2.786 -2.120 -3.938  -0.5149
46 C -2.533 -1.972 -5.296  -0.5871
47 C -1.338 -1.408 -5.727  -0.3081
48 C -0.399 -1.004 -4.790  -0.9092
49 C -0.663 -1.147 -3.432  0.1908
50 H -3.705 -2.569 -3.587  0.4440
51 H -3.271 -2.301 -6.022  0.3659
52 H -1.137 -1.293 -6.787  0.3811
53 H 0.550 -0.581 -5.116  0.4511
54 H 0.087 -0.859 -2.739  0.5795

***

4.
A cluster of 2 separate species, CH6S2 in total at a distorted geometry. Source: the OMol25 dataset; level of theory: ωB97M-V with the def2-TZVPD basis set.

Calculated values
Spin multiplicity   1
Energy   -22804.4274 eV
Largest force on an atom   0.037 hartree/bohr
E_HOMO   -9.25 eV
Charge   0

Last column: Mulliken charge in e.
Atoms and positions in Å:
1 S 3.391 -0.839 -1.027  -0.1768
2 S 1.477 -1.264 -1.670  -0.1629
3 H 3.952 -1.987 -1.463  0.1690
4 H 0.956 -1.330 -0.443  0.1676
5 C -1.972 1.023 0.891  -0.9817
6 H -2.126 1.651 0.022  0.2552
7 H -2.080 -0.043 0.783  0.2077
8 H -0.990 1.373 1.224  0.2412
9 H -2.609 1.415 1.684  0.2806

***

5.
A cluster of 2 separate species, C12H16N2 in total at a distorted geometry. Source: the OMol25 dataset; level of theory: ωB97M-V with the def2-TZVPD basis set.

Calculated values
Spin multiplicity   1
Energy   -15680.8298 eV
Largest force on an atom   0.129 hartree/bohr
E_HOMO   -8.12 eV
Charge   0

Last column: Mulliken charge in e.
Atoms and positions in Å:
1 C -2.119 -1.775 -3.559  -1.0772
2 C -1.471 -1.824 -2.174  -0.7961
3 C -1.946 -0.824 -1.186  0.5333
4 C -2.451 0.516 -1.391  -0.2765
5 N -3.222 0.670 -0.257  -0.0405
6 C -2.944 -0.330 0.698  -0.4353
7 N -2.322 -1.300 0.037  -0.5214
8 H -2.930 -2.466 -3.453  0.3079
9 H -1.557 -2.237 -4.385  0.3560
10 H -2.587 -0.790 -3.980  0.2465
11 H -1.395 -2.727 -1.782  0.5416
12 H -0.550 -1.317 -2.274  0.2219
13 H -2.437 1.279 -2.293  0.3529
14 H -3.688 1.532 -0.211  0.1718
15 H -3.331 -0.345 1.750  0.4058
16 C 4.516 0.995 1.412  -1.3889
17 C 3.056 0.847 1.593  0.7794
18 C 2.404 1.057 2.804  -0.4151
19 C 1.017 0.843 3.006  -0.4990
20 C 0.276 0.774 1.801  -0.1289
21 C 0.942 0.416 0.634  0.2848
22 C 2.326 0.246 0.536  -0.8561
23 H 4.925 1.839 2.016  0.3598
24 H 4.718 1.533 0.418  0.3292
25 H 4.901 0.027 1.510  0.3310
26 H 2.947 1.508 3.632  0.3245
27 H 0.537 0.741 4.005  0.3525
28 H -0.842 0.676 1.816  0.0961
29 H 0.335 0.334 -0.286  0.1710
30 H 2.892 0.102 -0.435  0.2690

***

6.
A cluster of 7 separate species, C38H39BN6O5 in total at a distorted geometry. Source: the OMol25 dataset; level of theory: ωB97M-V with the def2-TZVPD basis set.

Calculated values
Spin multiplicity   1
Energy   -59888.1610 eV
Largest force on an atom   0.110 hartree/bohr
E_HOMO   -7.72 eV
Charge   0

Last column: Mulliken charge in e.
Atoms and positions in Å:
1 C 4.915 -1.003 0.060  -0.6548
2 C 3.982 -0.830 -1.061  -0.4118
3 C 2.409 -0.886 -0.793  -0.2506
4 C 1.639 0.508 -0.899  0.3523
5 C 2.049 1.853 -0.717  0.4228
6 C 3.514 2.348 -0.340  -0.5839
7 B 4.382 2.712 -1.678  0.7847
8 O 4.699 1.804 -2.751  -0.7033
9 O 4.880 4.077 -1.826  -0.6742
10 C 0.713 2.731 -0.938  0.2325
11 O 0.548 3.949 -0.757  -0.5496
12 O -0.341 1.854 -1.348  -0.2958
13 C 0.083 0.492 -1.239  0.3188
14 O -0.621 -0.539 -1.389  -0.5862
15 H 5.240 -0.151 0.745  0.2015
16 H 5.393 -2.038 0.253  0.1706
17 H 4.417 -0.626 -2.094  0.4146
18 H 2.145 -1.417 0.198  0.3460
19 H 1.968 -1.560 -1.625  0.3012
20 H 3.431 3.319 0.266  0.3882
21 H 4.008 1.577 0.344  0.2085
22 H 5.571 1.364 -2.584  0.3112
23 H 5.222 4.290 -0.919  0.3111
24 C 8.857 7.449 -1.771  -0.1186
25 C 8.182 6.553 -2.588  -0.7590
26 C 7.472 5.526 -1.988  0.1090
27 N 7.400 5.344 -0.658  -0.3638
28 C 8.063 6.224 0.109  -0.2366
29 C 8.798 7.285 -0.393  -0.4595
30 H 9.423 8.267 -2.202  0.3711
31 H 8.207 6.651 -3.666  0.3489
32 H 6.926 4.803 -2.582  0.4000
33 H 7.990 6.052 1.178  0.3542
34 H 9.312 7.966 0.274  0.3532
35 C 1.108 3.962 -4.457  -0.1025
36 C 0.466 4.874 -5.283  -0.5468
37 C 1.217 5.524 -6.249  -0.2568
38 N 2.533 5.327 -6.432  -0.5802
39 C 3.129 4.441 -5.619  -0.4164
40 C 2.467 3.737 -4.626  -0.0628
41 H 0.554 3.432 -3.690  0.4127
42 H -0.593 5.075 -5.179  0.3746
43 H 0.760 6.244 -6.921  0.3468
44 H 4.192 4.302 -5.787  0.4000
45 H 3.000 3.033 -4.000  0.4098
46 C -4.174 0.270 0.367  -0.3578
47 C -2.981 -0.421 0.528  0.2272
48 C -2.995 -1.586 1.276  -0.4101
49 N -4.097 -2.086 1.861  -0.3373
50 C -5.237 -1.397 1.691  -0.0122
51 C -5.328 -0.225 0.959  -0.5560
52 H -4.205 1.186 -0.213  0.4022
53 H -2.065 -0.064 0.082  0.0535
54 H -2.089 -2.164 1.428  0.3592
55 H -6.110 -1.822 2.176  0.1874
56 H -6.276 0.288 0.854  0.3887
57 C 4.223 -7.281 0.241  -0.1253
58 C 3.277 -6.462 -0.359  -0.6121
59 C 3.637 -5.159 -0.662  -0.0163
60 N 4.848 -4.639 -0.406  -0.3166
61 C 5.744 -5.452 0.177  -0.1302
62 C 5.483 -6.770 0.516  -0.5020
63 H 3.980 -8.308 0.493  0.3657
64 H 2.284 -6.828 -0.586  0.3485
65 H 2.934 -4.481 -1.135  0.3114
66 H 6.713 -5.006 0.375  0.3450
67 H 6.246 -7.381 0.983  0.3434
68 C -10.395 -0.426 5.131  -0.1204
69 C -10.315 0.512 4.112  -0.6076
70 C -9.238 0.447 3.244  -0.0747
71 N -8.261 -0.471 3.332  -0.2423
72 C -8.361 -1.366 4.328  0.0196
73 C -9.400 -1.387 5.245  -0.7252
74 H -11.224 -0.409 5.831  0.3664
75 H -11.073 1.277 3.995  0.3498
76 H -9.133 1.156 2.429  0.3457
77 H -7.558 -2.094 4.378  0.3326
78 H -9.431 -2.135 6.028  0.3666
79 C -7.504 -6.383 2.127  -0.3695
80 C -7.908 -6.994 3.305  -0.3054
81 C -7.521 -6.422 4.506  -0.2752
82 N -6.773 -5.311 4.598  -0.5458
83 C -6.394 -4.741 3.443  -0.4043
84 C -6.731 -5.232 2.193  -0.3470
85 H -7.787 -6.800 1.167  0.3672
86 H -8.511 -7.894 3.291  0.3634
87 H -7.815 -6.861 5.454  0.3715
88 H -5.788 -3.845 3.546  0.7647
89 H -6.399 -4.729 1.293  0.3822

***

7.
A structure of composition C38H35BrN3NaO8P2. Source: the OMol25 dataset; level of theory: ωB97M-V with the def2-TZVPD basis set.

Calculated values
Spin multiplicity   1
Energy   -153867.3226 eV
Largest force on an atom   0.007 hartree/bohr
E_HOMO   -1.77 eV
Charge   -2

Last column: Mulliken charge in e.
Atoms and positions in Å:
1 Na -0.873 0.117 1.000  0.6212
2 O 3.542 -0.682 5.773  -0.7141
3 C 2.610 -0.717 4.988  0.1187
4 C 1.590 0.358 4.764  0.2458
5 O 1.553 1.454 5.318  -0.7319
6 C 0.669 -0.132 3.735  0.5668
7 C 1.028 -1.476 3.367  0.4477
8 O 0.418 -2.195 2.526  -0.9694
9 C 2.253 -1.859 4.084  0.3729
10 O 2.884 -2.905 3.961  -0.7972
11 O -0.290 0.530 3.237  -0.5177
12 N 0.888 -0.302 -1.990  0.0194
13 P 1.082 -1.282 -0.597  0.3638
14 C 1.088 -2.962 -1.332  0.3790
15 C 2.191 -3.540 -1.954  -0.3355
16 C 2.068 -4.757 -2.609  -0.5879
17 C 0.843 -5.408 -2.648  -0.5397
18 C -0.259 -4.846 -2.017  -0.5600
19 C -0.133 -3.635 -1.354  -0.6472
20 C 2.841 -1.076 -0.174  0.3744
21 C 3.683 -0.168 -0.810  -0.3270
22 C 4.992 -0.007 -0.372  -0.5207
23 C 5.460 -0.740 0.710  -0.5316
24 C 4.620 -1.640 1.355  -0.6812
25 C 3.318 -1.811 0.912  -0.6926
26 P -0.711 0.333 -2.142  0.4452
27 C -1.511 -0.930 -3.213  0.6618
28 C -0.894 -1.414 -4.366  -0.4294
29 C -1.440 -2.475 -5.070  -0.7331
30 C -2.623 -3.059 -4.629  -0.4317
31 C -3.251 -2.574 -3.493  -0.5899
32 C -2.697 -1.514 -2.784  -0.3567
33 C -0.394 1.655 -3.367  0.4301
34 C 0.822 2.337 -3.368  -0.4228
35 C 1.039 3.390 -4.248  -0.5442
36 C 0.037 3.781 -5.124  -0.4189
37 C -1.185 3.121 -5.109  -0.5720
38 C -1.404 2.068 -4.235  -0.5307
39 H 1.385 -0.570 -2.834  0.4533
40 H 3.151 -3.038 -1.919  0.3633
41 H 2.934 -5.200 -3.088  0.4012
42 H 0.748 -6.357 -3.164  0.3465
43 H -1.218 -5.348 -2.038  0.4335
44 H -0.989 -3.203 -0.848  0.4678
45 H 3.309 0.431 -1.632  0.1080
46 H 5.639 0.707 -0.867  0.4033
47 H 6.473 -0.594 1.065  0.3536
48 H 4.948 -2.189 2.229  0.4555
49 H 2.661 -2.495 1.440  0.7226
50 H 0.026 -0.960 -4.720  0.2733
51 H -0.945 -2.849 -5.958  0.3930
52 H -3.053 -3.890 -5.175  0.3586
53 H -4.179 -3.017 -3.151  0.3865
54 H -3.198 -1.116 -1.909  0.1862
55 H 1.597 2.047 -2.670  0.2952
56 H 1.989 3.910 -4.237  0.3863
57 H 0.203 4.606 -5.807  0.3528
58 H -1.982 3.436 -5.772  0.3773
59 H -2.373 1.584 -4.191  0.2898
60 Br -4.099 1.616 -1.839  -0.7772
61 C -4.309 -1.102 2.048  -1.1784
62 C -3.022 -1.536 2.719  -0.0112
63 O -2.063 -1.804 1.713  -0.2833
64 H -5.074 -0.870 2.793  0.3814
65 H -4.687 -1.893 1.398  0.2675
66 H -4.152 -0.216 1.430  0.2613
67 H -3.195 -2.435 3.325  0.3063
68 H -2.653 -0.752 3.391  0.1021
69 H -1.178 -2.002 2.128  0.2383
70 O -2.264 3.509 5.237  -0.6319
71 C -0.892 3.125 5.206  0.0125
72 N -0.012 4.251 4.962  -0.0198
73 C 0.410 4.665 3.743  0.0442
74 O 1.309 5.478 3.596  -0.7108
75 C -0.319 4.082 2.565  0.4153
76 C -1.579 4.542 2.198  -0.1291
77 C -2.193 3.995 1.084  -0.9933
78 C -1.525 3.003 0.380  0.1995
79 N -0.330 2.533 0.745  -0.1929
80 C 0.259 3.071 1.813  -0.2229
81 H -2.628 3.337 4.363  0.3996
82 H -0.717 2.336 4.475  -0.1048
83 H -0.640 2.734 6.186  0.4580
84 H 0.581 4.560 5.716  0.2913
85 H -2.062 5.316 2.784  0.5292
86 H -3.172 4.309 0.748  0.4840
87 H -1.997 2.553 -0.489  -0.1330
88 H 1.219 2.659 2.101  0.3264